The following is a DFT calculation (the ωB97M-V functional and the def2-TZVPD basis) of a molecular structure, C4H5LiO7Sr at a distorted geometry.

Atoms and positions in Å:
1 O -0.30840 -0.49897 -4.09594
2 C -0.26896 -1.02683 -2.94078
3 O 0.46281 -2.04894 -2.75658
4 O -0.92154 -0.44769 -1.97337
5 C -0.24955 -0.23652 -0.71801
6 O -0.05159 1.28172 1.05316
7 C 0.51170 0.31838 3.01868
8 C -0.74273 1.06903 -0.11436
9 O -0.62320 -0.27405 3.16821
10 O 0.55007 1.49042 3.56623
11 Sr 1.00309 -2.34194 -5.42467
12 Li -1.29680 1.55780 2.83817
13 H 0.83873 -0.20296 -0.86345
14 H -0.51261 -1.04809 -0.02536
15 H -0.53164 1.90078 -0.81851
16 H -1.84957 1.02601 -0.19199
17 O 1.60479 -0.49324 3.29657
18 H 2.38539 -0.02492 2.98198

Cartesian forces, eV/Å:
O -0.65 -0.18 -0.14
C 2.75 -1.29 -2.72
O -0.43 0.07 0.29
O -0.94 1.35 1.54
C 0.26 -0.81 -0.22
O -1.62 0.60 -0.55
C -1.41 0.06 8.65
C 0.11 -0.75 -1.46
O 0.37 -0.14 -3.27
O 0.83 0.08 -2.84
Sr -0.62 0.74 1.37
Li 0.90 -0.38 0.28
H -0.31 -0.13 0.02
H 0.25 0.13 -0.17
H 0.44 -0.01 0.27
H 0.13 0.30 1.17
O -0.31 0.22 -2.50
H 0.23 0.13 0.29

**E_HOMO (alpha / beta)**: -9.056 / -5.534 eV
**Total energy**: -720.29399 Ha
**Kohn-Sham gap (alpha / beta)**: 8.774 / 2.875 eV
**E_LUMO (alpha / beta)**: -0.282 / -2.659 eV
**ΔE to the lowest compared entry with this formula, charge and spin**: 177.7 kJ/mol
**Multiplicity**: 1